{
  "formula": "C44H51F3N5O11S2",
  "method": "the ωB97M-V functional and the def2-TZVPD basis",
  "symbols": ["C", "C", "S", "C", "C", "N", "C", "S", "C", "C", "C", "O", "O", "N", "C", "C", "C", "C", "C", "C", "C", "C", "O", "C", "C", "O", "C", "F", "C", "C", "C", "C", "C", "C", "C", "C", "C", "C", "C", "O", "N", "C", "O", "F", "C", "O", "F", "H", "H", "H", "H", "H", "H", "H", "H", "H", "H", "H", "H", "H", "H", "H", "H", "H", "H", "H", "H", "H", "H", "H", "H", "H", "H", "H", "H", "H", "H", "H", "H", "H", "H", "H", "H", "H", "H", "H", "H", "H", "C", "C", "C", "C", "C", "C", "N", "O", "O", "H", "H", "H", "H", "H", "C", "C", "C", "C", "C", "C", "N", "O", "O", "H", "H", "H", "H", "H"],
  "coordinates": [[-7.822, -0.195, -0.354], [-7.577, 0.179, -1.898], [-6.076, 1.246, -1.950], [-4.858, 0.520, -3.166], [-3.556, -0.191, -2.458], [-4.024, -0.268, -1.030], [-3.268, 0.307, -0.234], [-2.171, 0.788, 0.840], [-2.319, 0.805, -2.686], [-2.309, 2.339, -2.906], [-3.287, 3.177, -1.996], [-3.166, 3.368, -0.824], [-4.358, 3.821, -2.623], [-1.282, -0.011, -2.663], [0.059, 0.621, -2.808], [0.492, 1.409, -1.479], [1.930, 2.026, -1.790], [3.053, 1.409, -0.854], [2.882, 1.826, 0.665], [3.919, 1.004, 1.568], [3.212, 0.084, 2.659], [3.716, 0.356, 4.144], [2.919, 1.342, 4.837], [1.679, 0.844, 5.208], [0.427, 1.770, 4.903], [1.478, -0.204, 5.770], [-1.577, -1.471, -2.489], [-1.550, -1.941, -1.165], [-0.438, -2.413, -3.133], [0.527, -3.023, -2.039], [1.447, -2.202, -1.222], [2.323, -2.745, -0.172], [2.294, -4.189, 0.090], [3.174, -4.817, 1.232], [1.435, -5.068, -0.719], [0.567, -4.481, -1.769], [-3.062, -1.586, -3.105], [-3.242, -1.372, -4.658], [-2.535, -2.467, -5.579], [-3.127, -3.249, -6.273], [-3.770, -2.668, -2.393], [-5.206, -2.694, -2.621], [-5.783, -2.916, -3.630], [-5.981, -2.480, -1.491], [-3.289, -4.013, -2.698], [-2.615, -4.579, -1.904], [-3.610, -4.718, -3.835], [-8.504, 0.531, 0.159], [-6.815, -0.224, 0.160], [-8.230, -1.239, -0.279], [-8.512, 0.724, -2.217], [-7.511, -0.737, -2.543], [-4.565, 1.281, -3.936], [-5.494, -0.239, -3.716], [-2.648, 2.501, -3.978], [-1.304, 2.824, -2.832], [-4.434, 3.495, -3.542], [0.078, 1.388, -3.640], [0.899, -0.082, -3.021], [-0.265, 2.170, -1.158], [0.599, 0.691, -0.610], [2.254, 1.838, -2.853], [1.894, 3.138, -1.607], [3.180, 0.299, -0.964], [4.026, 1.869, -1.210], [3.199, 2.905, 0.758], [1.821, 1.707, 1.037], [4.641, 1.684, 2.100], [4.551, 0.321, 0.922], [3.502, -0.982, 2.436], [2.089, 0.144, 2.584], [4.805, 0.646, 4.165], [3.667, -0.631, 4.678], [0.813, 2.782, 4.605], [-0.260, 1.311, 4.147], [-0.136, 1.919, 5.871], [-0.868, -3.301, -3.667], [0.168, -1.859, -3.914], [1.498, -1.102, -1.392], [2.993, -2.067, 0.423], [4.208, -4.395, 1.283], [3.137, -5.941, 1.219], [2.665, -4.515, 2.201], [1.454, -6.168, -0.500], [-0.065, -5.216, -2.332], [-4.313, -1.386, -5.000], [-2.825, -0.385, -5.032], [-1.399, -2.484, -5.629], [5.859, -4.598, 8.718], [5.046, -5.235, 7.787], [4.765, -4.621, 6.575], [5.306, -3.370, 6.305], [6.113, -2.723, 7.232], [6.388, -3.343, 8.443], [5.032, -2.729, 5.017], [4.303, -3.315, 4.231], [5.548, -1.646, 4.798], [6.082, -5.084, 9.662], [4.635, -6.213, 8.006], [4.131, -5.125, 5.857], [6.532, -1.747, 7.027], [7.018, -2.849, 9.173], [-2.053, 7.113, -1.355], [-1.281, 8.098, -1.961], [0.093, 7.927, -2.085], [0.680, 6.765, -1.603], [-0.083, 5.780, -0.989], [-1.454, 5.958, -0.865], [2.125, 6.566, -1.754], [2.767, 7.454, -2.279], [2.600, 5.515, -1.347], [-3.125, 7.246, -1.264], [-1.750, 8.998, -2.340], [0.685, 8.700, -2.559], [0.373, 4.875, -0.607], [-2.056, 5.193, -0.391]],
  "mulliken_charge": [-0.983, -0.147, -0.034, -0.835, 1.937, -0.416, 0.162, -0.102, -0.986, -1.172, -0.057, -0.450, -0.541, 0.697, -2.999, 0.681, -0.635, -0.927, -0.299, -0.887, 0.256, -0.906, -0.436, 0.684, -0.791, -0.531, 1.238, -0.459, -1.318, -0.214, 0.996, -0.362, 1.098, -1.139, -1.417, -0.612, 0.486, -0.423, -0.288, -0.440, 0.394, 0.463, -0.389, -0.225, 0.587, -0.384, -0.229, 0.348, 0.207, 0.291, 0.468, 0.148, 0.186, 0.577, 0.676, 0.313, 0.412, 0.498, 0.915, 0.528, 0.241, 0.580, -0.176, 0.273, 0.474, 0.173, 0.299, 0.522, 0.428, -0.187, 0.286, 0.427, 0.417, 0.285, 0.072, 0.364, 0.673, 0.521, -0.625, 0.179, 0.322, 0.325, 0.227, 0.286, 0.282, 0.434, 0.339, 0.351, -0.391, -0.563, -0.205, 0.128, -0.282, -0.516, 0.929, -0.519, -0.583, 0.381, 0.374, 0.444, 0.424, 0.377, -0.557, -0.444, -0.415, -0.109, -0.207, -0.717, 1.040, -0.591, -0.614, 0.445, 0.391, 0.476, 0.594, 0.705],
  "charge": 1,
  "homo_lumo_gap_ha": 0.2254,
  "lumo_ev": -4.93
}



{
  "formula": "C44H51NOsP2Si",
  "method": "the ωB97M-V functional and the def2-TZVPD basis",
  "symbols": ["Os", "C", "C", "C", "C", "C", "C", "C", "C", "C", "H", "H", "H", "H", "H", "H", "H", "H", "H", "H", "H", "H", "H", "H", "H", "P", "P", "C", "C", "C", "C", "C", "C", "C", "C", "C", "C", "C", "C", "C", "C", "C", "C", "C", "C", "C", "C", "C", "C", "C", "C", "C", "C", "H", "H", "H", "H", "H", "H", "H", "H", "H", "H", "H", "H", "H", "H", "H", "H", "H", "H", "H", "H", "H", "H", "C", "Si", "C", "C", "N", "C", "C", "C", "C", "C", "C", "H", "H", "H", "H", "H", "H", "H", "H", "H", "H", "H", "H", "H", "H"],
  "coordinates": [[-0.230, 0.134, 1.901], [-2.319, 0.424, 2.719], [-2.392, 0.101, 1.337], [-2.674, 1.120, 0.249], [-1.427, 1.828, -0.292], [-0.236, 1.743, 0.631], [-0.301, 2.269, 1.963], [-1.562, 2.863, 2.577], [-2.408, 1.810, 3.309], [1.597, -0.500, 1.404], [-2.539, -0.382, 3.428], [-2.703, -0.926, 1.078], [-3.364, 1.885, 0.632], [-3.169, 0.580, -0.579], [-1.148, 1.401, -1.266], [-1.639, 2.891, -0.500], [0.735, 1.825, 0.139], [0.618, 2.717, 2.359], [-2.156, 3.429, 1.848], [-1.223, 3.593, 3.323], [-2.067, 1.752, 4.361], [-3.459, 2.152, 3.367], [1.763, -1.339, 2.107], [2.403, 0.253, 1.515], [1.638, -0.894, 0.377], [-0.570, -1.548, -2.906], [0.885, 0.614, -3.013], [-1.613, -0.136, -3.286], [-0.825, 0.963, -3.530], [-0.725, -2.523, -4.512], [-1.589, -2.198, -5.573], [-1.860, -3.120, -6.591], [-1.160, -4.331, -6.643], [-0.124, -4.559, -5.726], [0.121, -3.642, -4.702], [-1.499, -2.536, -1.688], [-1.126, -2.587, -0.328], [-1.852, -3.404, 0.544], [-2.981, -4.106, 0.092], [-3.372, -4.018, -1.250], [-2.597, -3.278, -2.141], [1.734, 0.778, -4.707], [1.544, -0.233, -5.669], [1.998, -0.078, -6.976], [2.723, 1.066, -7.334], [3.010, 2.028, -6.364], [2.532, 1.870, -5.059], [1.411, 2.205, -2.284], [2.718, 2.311, -1.764], [3.211, 3.543, -1.350], [2.394, 4.682, -1.419], [1.079, 4.572, -1.880], [0.580, 3.335, -2.290], [-2.700, -0.185, -3.325], [-1.101, 1.876, -4.067], [-2.076, -1.228, -5.626], [-2.625, -2.897, -7.344], [-1.402, -5.084, -7.404], [0.493, -5.460, -5.810], [0.968, -3.793, -4.036], [-0.273, -2.000, 0.035], [-1.561, -3.510, 1.591], [-3.552, -4.713, 0.799], [-4.281, -4.518, -1.603], [-2.815, -3.271, -3.210], [1.023, -1.149, -5.390], [1.794, -0.856, -7.717], [3.074, 1.190, -8.358], [3.608, 2.903, -6.622], [2.783, 2.619, -4.313], [3.351, 1.416, -1.731], [4.234, 3.625, -0.982], [2.784, 5.655, -1.109], [0.431, 5.450, -1.929], [-0.455, 3.266, -2.632], [-1.903, -2.020, 5.104], [-0.342, -1.047, 5.389], [-0.520, -0.030, 6.977], [0.944, -2.336, 5.922], [0.216, -0.022, 4.001], [1.355, 0.640, 4.483], [1.283, 1.951, 5.045], [2.353, 2.437, 5.789], [3.530, 1.684, 5.934], [3.664, 0.456, 5.284], [2.583, -0.061, 4.584], [-1.942, -2.816, 5.873], [-1.944, -2.499, 4.116], [-2.794, -1.392, 5.244], [-1.123, -0.669, 7.643], [0.448, 0.142, 7.476], [-1.024, 0.945, 6.887], [1.352, -2.870, 5.052], [1.780, -1.943, 6.526], [0.402, -3.066, 6.548], [0.334, 2.489, 4.963], [2.273, 3.416, 6.264], [4.358, 2.063, 6.542], [4.595, -0.109, 5.323], [2.635, -1.075, 4.177]],
  "mulliken_charge": [0.369, -0.535, -0.187, -1.169, 1.199, 0.598, -1.096, -1.462, -0.823, -1.631, 0.642, 0.924, 0.390, 0.366, -1.968, 0.699, 0.570, 0.840, 0.379, 0.526, 0.077, 0.559, 0.586, 0.375, 0.488, 0.659, 0.523, -0.237, -0.994, -0.184, 0.100, -0.808, -0.404, -0.763, -0.302, 0.182, -0.218, -0.484, -0.558, -0.737, -0.593, 0.570, -0.090, -0.753, -0.529, -0.776, -0.525, 0.613, -0.016, -0.872, -0.558, -0.804, -0.165, 0.558, 0.689, 0.462, 0.439, 0.418, 0.410, 0.440, 0.443, 0.448, 0.408, 0.432, 0.372, 0.294, 0.440, 0.399, 0.419, 0.257, 0.432, 0.485, 0.447, 0.465, 0.312, -1.183, 0.347, -1.079, -1.233, 0.880, 0.217, -0.232, -0.782, -0.609, -0.937, -0.129, 0.455, 0.264, 0.383, 0.386, 0.327, 0.329, 0.314, 0.356, 0.410, 0.342, 0.446, 0.416, 0.457, 0.395],
  "charge": 2,
  "de_lowest_kj_mol": 0.0,
  "homo_lumo_gap_ha": [0.2621, 0.2209],
  "lumo_ev": [-5.81, -7.35],
  "spin_multiplicity": 5
}



no.,calculated total energy (eV)
1,-106232.619
2,-76849.310